No. 1
30
Properties=species:S:1:pos:R:3:forces:R:3:mulliken_spin:R:1 method="wB97M-V/def2-TZVPD" multiplicity=2 homo_lumo_gap_ev="8.82 / 2.15" s_squared=0.75 total_charge=+1
C -8.5769 21.4482 -13.9988 -0.90 -0.21 -0.69 0.03
C -8.9572 20.4409 -12.8875 0.49 4.04 -0.91 0.05
C -7.6638 19.9079 -12.3131 2.25 -0.42 2.29 0.22
O -9.6951 21.0849 -11.8686 1.01 -1.19 -2.15 0.58
H -7.8836 22.2493 -13.7425 -0.04 -0.09 0.90 0.00
H -9.4406 21.9449 -14.4408 -0.24 -0.11 0.18 0.01
H -8.0774 20.9702 -14.8415 -0.13 -0.53 0.16 0.00
H -9.3657 19.5152 -13.2928 -1.02 -0.64 0.12 0.11
H -7.0834 19.3186 -13.0229 -0.43 0.11 -0.14 0.00
H -7.6629 19.4013 -11.3479 -0.71 -0.73 -0.15 0.00
H -7.1313 20.7974 -11.9765 0.24 0.35 -0.60 0.01
H -9.7665 20.4380 -11.1629 -0.51 -0.48 1.09 -0.01
O -4.0329 22.4034 -15.0509 -0.26 0.23 0.11 0.00
H -4.2781 21.8857 -14.2841 0.20 -0.21 0.34 0.00
H -3.8722 21.7553 -15.7367 0.14 -0.10 -0.35 0.00
O -8.5783 25.8433 -12.4754 -0.11 0.00 0.38 0.00
H -7.9005 25.7209 -13.1402 0.15 0.15 -0.16 0.00
H -9.2070 25.1409 -12.6416 -0.18 -0.06 -0.03 0.00
O -8.4987 25.4025 -15.4014 0.31 -0.40 0.12 0.00
H -8.1899 25.8045 -16.2133 0.15 0.20 -0.24 0.00
H -9.4458 25.3255 -15.5167 -0.29 0.09 0.05 0.00
O -2.3441 25.0298 -14.9366 0.12 0.13 0.15 0.00
H -2.7931 24.1847 -14.9577 -0.11 -0.33 0.02 0.00
H -2.6240 25.4704 -15.7390 0.00 0.18 -0.18 0.00
O -5.8996 24.3193 -13.7677 -0.26 -0.23 0.46 0.00
H -6.6417 24.4644 -14.3546 -0.34 0.24 -0.34 0.00
H -5.3378 23.7039 -14.2388 0.44 -0.03 -0.41 0.00
O -5.0975 25.5511 -11.1366 0.03 -0.09 0.46 0.00
H -5.3500 24.8718 -11.7619 -0.12 -0.02 -0.33 0.00
H -4.8025 26.2809 -11.6812 0.10 0.16 -0.13 0.00

No. 2
40
Properties=species:S:1:pos:R:3:forces:R:3:mulliken_charge:R:1 method="wB97M-V/def2-TZVPD" homo_lumo_gap_ev=10.08 total_charge=0
N -1.3461 -1.7794 -4.5002 -0.09 -0.06 -0.02 -0.63
C -0.7581 -2.3056 -3.2755 0.21 -0.46 -0.24 -0.29
C -1.0925 -1.4932 -2.0534 -0.81 0.83 -0.31 0.00
O -1.6915 -2.2430 -0.9615 0.00 -0.10 -0.21 -0.50
S -1.7047 -1.2478 0.2542 0.26 0.26 0.00 1.14
O -1.7665 -1.9485 1.4669 0.24 -0.65 0.55 -0.61
O -2.5935 -0.1658 0.0492 -0.48 0.33 -0.42 -0.62
O -0.2238 -0.7127 -0.0101 0.15 0.15 0.18 -0.26
C 0.0195 -0.6617 -1.4103 0.38 -0.04 0.27 0.20
F -0.0684 0.6234 -1.8587 0.01 -0.20 0.11 -0.31
H -0.6306 -1.6021 -5.1889 0.04 0.12 0.02 0.30
H -1.8923 -0.9438 -4.3583 0.02 0.06 -0.03 0.24
H 0.3183 -2.3319 -3.3963 0.27 -0.08 0.05 0.16
H -1.0826 -3.3340 -3.1323 -0.12 -0.12 0.26 0.27
H -1.8362 -0.7451 -2.3350 -0.13 0.00 -0.05 0.21
H 1.0391 -1.0078 -1.5514 0.10 0.02 -0.14 0.47
O -1.3294 -3.4002 4.1070 -0.01 -0.03 -0.02 -0.64
H -1.4499 -3.0842 3.2040 0.02 0.02 0.04 0.44
H -1.9905 -2.9244 4.6177 0.01 0.00 0.00 0.29
O 1.5458 1.3213 1.5136 0.24 0.00 -0.10 -0.61
H 1.3633 1.9894 2.1870 -0.01 0.07 -0.04 0.36
H 0.6927 0.8934 1.3891 0.02 -0.03 0.10 0.34
O 1.8212 -1.5137 -5.0480 0.03 -0.03 -0.11 -0.58
H 2.4865 -2.2099 -5.0390 -0.01 0.00 0.04 0.30
H 2.1280 -0.9009 -5.7242 -0.02 0.05 0.05 0.28
O 1.0726 3.8928 3.5364 0.06 0.05 0.01 -0.65
H 0.9552 3.4356 4.3763 -0.08 -0.01 -0.01 0.33
H 1.9646 4.2592 3.5843 0.07 -0.13 -0.10 0.29
O 3.6153 -0.4083 -0.7601 -0.23 -0.02 -0.04 -0.65
H 3.2699 0.4660 -0.5412 0.01 0.01 0.09 0.31
H 3.3958 -0.9401 0.0121 0.06 0.05 0.06 0.32
O -4.7141 1.9415 0.5777 0.07 0.05 0.04 -0.64
H -3.9909 1.3128 0.4699 -0.04 -0.07 -0.05 0.46
H -4.5396 2.6280 -0.0725 -0.02 0.00 0.01 0.30
O -0.7868 1.9902 3.2074 -0.27 -0.07 -0.18 -0.64
H -1.7071 1.8216 2.9781 0.00 -0.02 0.06 0.28
H -0.5750 2.8365 2.7925 0.01 0.06 0.14 0.33
O 3.8433 3.1623 3.5367 0.05 -0.03 0.10 -0.61
H 3.5279 2.2596 3.4147 -0.01 0.01 -0.10 0.31
H 4.7110 3.0705 3.9420 0.00 0.03 -0.02 0.30